Entry 1:
C17H41Cl4NO6 as an isolated structure, computed with the ωB97M-V functional and the def2-TZVPD basis.

Output
HOMO energy	-8.367	eV
energy above the lowest of the compared OMol25 structures with the same formula, charge and spin	14.0	kcal per mole
F_max	4.84	eV/A
total energy	-82153.9892	eV

Geometry (Å):
N: 2.36 -1.28 0.26
C: 2.93 -2.25 -0.55
C: 3.07 -3.33 0.23
C: 2.89 -3.01 1.60
C: 2.47 -1.68 1.57
H: 2.07 -0.37 -0.08
H: 2.92 -2.19 -1.62
H: 3.28 -4.35 -0.08
H: 2.86 -3.66 2.46
H: 2.22 -1.02 2.38
C: -4.32 -2.20 6.67
Cl: -4.82 -3.88 6.78
Cl: -2.62 -2.22 6.35
Cl: -5.00 -1.37 5.31
Cl: -4.72 -1.35 8.14
C: -3.98 -7.22 0.52
C: -2.48 -7.08 0.55
O: -2.11 -5.77 0.17
H: -4.44 -7.19 -0.47
H: -4.40 -6.37 1.07
H: -4.26 -8.18 0.94
H: -1.92 -7.79 -0.07
H: -2.26 -7.18 1.61
H: -1.16 -5.75 0.27
C: -0.78 -0.11 -6.81
C: 0.10 1.04 -6.29
O: 1.26 0.99 -6.93
H: -0.34 -1.09 -6.61
H: -1.16 -0.03 -7.83
H: -1.75 0.02 -6.33
H: 0.37 0.80 -5.26
H: -0.36 2.03 -6.32
H: 1.41 1.72 -7.54
C: 9.82 0.97 4.69
C: 8.60 0.24 4.18
O: 7.46 0.54 5.04
H: 10.13 0.65 5.68
H: 9.68 2.05 4.72
H: 10.65 0.83 4.00
H: 8.77 -0.83 4.12
H: 8.39 0.54 3.15
H: 6.76 0.34 4.42
C: -6.44 -0.29 -2.10
C: -5.37 -1.35 -2.22
O: -4.10 -0.82 -2.01
H: -7.46 -0.66 -1.96
H: -6.60 0.25 -3.04
H: -6.21 0.40 -1.29
H: -5.26 -1.81 -3.20
H: -5.56 -2.11 -1.46
H: -3.62 -1.58 -1.69
C: -4.18 5.27 -3.55
C: -3.80 5.37 -2.03
O: -2.68 4.50 -1.87
H: -5.10 5.80 -3.80
H: -4.08 4.21 -3.79
H: -3.35 5.74 -4.08
H: -4.60 4.98 -1.41
H: -3.78 6.36 -1.57
H: -2.93 3.58 -1.79
C: 3.91 5.55 2.60
C: 2.45 5.34 2.11
O: 2.66 4.73 0.81
H: 4.47 6.11 1.86
H: 4.38 4.59 2.78
H: 4.03 6.09 3.54
H: 1.95 6.30 1.96
H: 1.83 4.74 2.77
H: 1.84 4.72 0.30

***

Entry 2:
C17H41CuN2O5 as an isolated structure, computed with the ωB97M-V functional and the def2-TZVPD basis.

Output
HOMO energy (alpha / beta)	-1.848 / -7.096	eV
spin multiplicity	3
⟨S²⟩	2.0085
F_max	5.04	eV/A
total energy	-76142.1660	eV

Geometry (Å):
Cu: 0.76 0.54 -1.17
C: -3.68 -0.03 1.79
C: -2.19 0.43 1.93
C: -1.93 0.51 3.51
C: -1.82 -0.85 4.22
C: -0.73 -1.73 3.59
C: -0.90 -1.86 2.00
N: -1.18 -0.54 1.36
O: -0.98 -0.50 -0.11
C: -2.04 -2.90 1.59
C: 0.44 -2.54 1.58
C: -2.17 1.92 1.40
H: -3.82 -0.26 0.73
H: -4.40 0.75 1.99
H: -3.88 -1.03 2.17
H: -2.73 1.09 3.98
H: -1.02 1.03 3.79
H: -2.79 -1.35 4.28
H: -1.60 -0.65 5.27
H: -0.81 -2.67 4.14
H: 0.20 -1.20 3.78
H: -1.78 -3.93 1.83
H: -2.24 -2.92 0.52
H: -2.97 -2.73 2.12
H: 0.72 -3.40 2.20
H: 1.26 -1.82 1.56
H: 0.40 -2.83 0.53
H: -2.72 2.01 0.47
H: -1.19 2.38 1.26
H: -2.70 2.59 2.07
C: 1.98 1.07 2.01
O: 2.00 1.07 0.61
C: 3.05 1.90 0.09
C: 3.48 1.34 -1.25
N: 2.48 1.48 -2.34
C: 2.77 0.76 -3.55
C: 1.47 0.53 -4.22
O: 0.42 0.13 -3.33
C: -0.69 -0.50 -4.01
H: 1.80 2.02 2.51
H: 2.89 0.66 2.43
H: 1.30 0.30 2.40
H: 3.91 1.93 0.76
H: 2.62 2.90 0.07
H: 3.77 0.29 -1.19
H: 4.44 1.78 -1.53
H: 2.67 2.41 -2.69
H: 3.17 -0.19 -3.21
H: 3.48 1.25 -4.22
H: 1.60 -0.09 -5.10
H: 1.11 1.48 -4.60
H: -1.34 -0.88 -3.21
H: -0.25 -1.33 -4.57
H: -1.22 0.30 -4.52
C: -1.69 2.36 -1.93
O: -0.38 2.35 -1.46
H: -2.06 1.34 -1.91
H: -2.29 3.20 -1.59
H: -1.53 2.52 -3.00
H: -0.23 3.30 -1.39
C: 1.35 -2.35 -1.89
O: 1.96 -1.27 -1.23
H: 1.82 -2.64 -2.82
H: 1.43 -3.23 -1.26
H: 0.28 -2.23 -2.07
H: 2.90 -1.46 -1.22

***

Entry 3:
C17H41FN2OReSSi as an isolated structure, computed with the ωB97M-V functional and the def2-TZVPD basis.

Output
HOMO energy (alpha / beta)	-15.018 / -14.994	eV
net charge	+2
spin multiplicity	2
⟨S²⟩	0.7654
energy above the lowest of the compared OMol25 structures with the same formula, charge and spin	14.5	kcal per mole
F_max	1.30	eV/A
total energy	-46866.8959	eV

Geometry (Å):
Re: -0.68 -0.42 0.21
F: -1.48 0.00 1.84
C: 3.66 -0.86 -1.60
C: 2.29 -0.23 -1.29
C: 1.19 -0.98 -2.06
C: 2.34 1.23 -1.78
Si: 1.80 -0.36 0.52
C: 1.82 -2.14 1.21
C: 3.12 -2.47 1.96
C: 1.61 -3.22 0.13
C: 0.60 -2.26 2.13
C: 2.32 1.03 1.69
C: 1.94 0.70 3.15
C: 1.69 2.38 1.35
C: 3.86 1.11 1.58
H: 3.83 -0.89 -2.68
H: 3.77 -1.88 -1.22
H: 4.47 -0.26 -1.17
H: 1.09 -0.60 -3.09
H: 0.12 -0.87 -1.68
H: 1.35 -2.05 -2.10
H: 2.56 1.23 -2.85
H: 3.12 1.80 -1.29
H: 1.40 1.77 -1.64
H: 3.99 -2.40 1.30
H: 3.08 -3.51 2.33
H: 3.29 -1.83 2.82
H: 2.41 -3.27 -0.60
H: 0.66 -3.10 -0.41
H: 1.56 -4.20 0.62
H: 0.60 -1.59 2.98
H: 0.49 -3.29 2.50
H: -0.38 -2.11 1.59
H: 0.85 0.61 3.28
H: 2.27 1.53 3.79
H: 2.41 -0.20 3.53
H: 0.61 2.38 1.50
H: 1.91 2.72 0.34
H: 2.10 3.14 2.04
H: 4.35 0.16 1.79
H: 4.24 1.83 2.31
H: 4.19 1.46 0.60
C: -3.04 0.35 -3.72
C: -3.15 1.77 -3.20
N: -3.63 1.82 -1.79
C: -2.91 1.65 -0.71
S: -1.12 1.48 -0.87
N: -3.43 1.69 0.50
C: -4.84 1.99 0.80
C: -5.73 0.76 0.73
H: -2.65 0.37 -4.74
H: -4.01 -0.15 -3.75
H: -2.36 -0.25 -3.11
H: -3.88 2.34 -3.77
H: -2.21 2.30 -3.26
H: -4.63 1.93 -1.67
H: -2.79 1.55 1.27
H: -5.18 2.78 0.12
H: -4.85 2.42 1.80
H: -5.64 0.24 -0.23
H: -6.77 1.05 0.85
H: -5.49 0.06 1.53
O: -2.54 -1.75 -0.29
H: -3.07 -1.84 0.52
H: -2.48 -2.65 -0.66

***

Entry 4:
C17H43BN5O7 as an isolated structure, computed with the ωB97M-V functional and the def2-TZVPD basis.

Output
HOMO energy	-2.867	eV
net charge	-1
energy above the lowest of the compared OMol25 structures with the same formula, charge and spin	187.2	kcal per mole
F_max	14.42	eV/A
total energy	-40778.1412	eV

Geometry (Å):
O: -1.64 4.04 1.61
B: -2.42 3.55 0.39
C: -1.52 2.43 -0.41
C: -0.30 2.99 -1.13
O: -0.59 3.83 -2.26
H: -1.00 3.36 1.82
H: -2.64 4.53 -0.34
H: -3.54 3.07 0.73
H: -2.12 1.90 -1.18
H: -1.11 1.67 0.28
H: 0.36 2.17 -1.46
H: 0.28 3.59 -0.42
H: -0.48 3.32 -3.06
C: -0.84 -0.66 2.08
O: -0.35 0.42 1.84
N: -0.14 -1.80 2.24
C: -0.78 -3.07 2.52
C: 1.30 -1.74 2.11
H: -1.93 -0.80 2.18
H: -0.43 -3.47 3.47
H: -0.57 -3.80 1.73
H: -1.86 -2.92 2.57
H: 1.73 -1.06 2.85
H: 1.59 -1.37 1.12
H: 1.71 -2.74 2.26
C: 1.98 -0.44 -2.08
O: 1.73 0.10 -1.03
N: 2.44 0.18 -3.18
C: 2.75 -0.52 -4.41
C: 2.61 1.63 -3.11
H: 1.86 -1.53 -2.22
H: 3.80 -0.39 -4.68
H: 2.13 -0.15 -5.23
H: 2.55 -1.58 -4.27
H: 3.31 1.88 -2.30
H: 1.66 2.11 -2.89
H: 2.99 2.01 -4.05
C: 0.35 -5.22 1.46
O: 0.10 -4.61 2.48
N: 0.83 -4.67 0.33
C: 1.11 -5.46 -0.85
C: 1.07 -3.24 0.29
H: 0.20 -6.31 1.38
H: 2.16 -5.39 -1.13
H: 0.51 -5.12 -1.70
H: 0.87 -6.50 -0.65
H: 1.79 -2.95 1.06
H: 0.15 -2.69 0.49
H: 1.45 -2.96 -0.68
C: -1.70 -4.65 6.50
O: -0.54 -4.60 6.14
N: -2.56 -3.62 6.45
C: -3.94 -3.74 6.90
C: -2.10 -2.34 5.94
H: -2.15 -5.57 6.91
H: -4.63 -3.54 6.08
H: -4.15 -3.05 7.71
H: -4.11 -4.76 7.25
H: -1.75 -2.46 4.91
H: -1.27 -1.97 6.54
H: -2.91 -1.62 5.96
C: 1.05 5.01 -5.51
O: 0.67 4.01 -4.92
N: 0.73 6.26 -5.14
C: 1.21 7.42 -5.84
C: -0.14 6.42 -3.97
H: 1.71 4.97 -6.40
H: 1.80 8.06 -5.18
H: 0.37 8.01 -6.23
H: 1.84 7.11 -6.68
H: 0.32 5.95 -3.10
H: -1.09 5.92 -4.13
H: -0.31 7.48 -3.79

***

Entry 5:
A 4-piece molecular cluster, C17H43FIN3O13P3S overall, computed with the ωB97M-V functional and the def2-TZVPD basis.

Output
HOMO energy	-11.514	eV
net charge	+1
F_max	4.34	eV/A
total energy	-98931.7424	eV

Geometry (Å):
C: 0.34 -3.42 -0.28
O: 0.89 -2.50 0.68
C: 2.24 -2.24 0.42
C: 2.63 -0.92 1.06
C: 4.02 -0.44 0.58
C: 3.94 0.87 -0.19
F: 3.44 1.83 0.64
C: 2.99 0.70 -1.40
C: 3.58 1.24 -2.69
I: 2.21 0.80 -4.26
N: 4.90 0.61 -2.98
C: 5.63 0.51 -1.79
N: 6.61 -0.35 -1.75
S: 7.64 -0.55 -0.39
N: 5.24 1.31 -0.75
H: -0.47 -3.97 0.19
H: 0.01 -2.87 -1.16
H: 1.10 -4.14 -0.60
H: 2.42 -2.20 -0.67
H: 2.89 -3.04 0.81
H: 2.65 -1.06 2.14
H: 1.89 -0.15 0.86
H: 4.72 -0.35 1.41
H: 4.44 -1.21 -0.08
H: 2.76 -0.36 -1.55
H: 2.09 1.27 -1.20
H: 3.69 2.32 -2.67
H: 5.42 1.27 -3.56
H: 6.77 -0.90 -2.59
H: 7.96 -1.83 -0.62
H: 5.95 1.47 -0.04
C: 1.02 3.27 0.71
O: -0.36 3.46 1.04
P: -1.11 4.78 0.58
O: -2.28 5.02 1.44
O: -1.51 4.33 -0.92
C: -2.41 3.24 -1.07
O: -0.33 6.07 0.14
C: -0.60 7.31 0.83
H: 1.31 2.29 1.08
H: 1.16 3.30 -0.38
H: 1.65 4.03 1.18
H: -3.09 3.17 -0.22
H: -1.86 2.30 -1.18
H: -2.99 3.42 -1.97
H: -0.45 7.22 1.90
H: -1.62 7.62 0.62
H: 0.09 8.04 0.42
C: -2.88 -1.40 -5.65
O: -2.27 -2.25 -4.66
P: -2.81 -2.28 -3.15
O: -1.65 -2.68 -2.34
O: -3.92 -3.42 -3.33
C: -3.51 -4.70 -3.81
O: -3.77 -1.34 -2.32
C: -3.28 -0.73 -1.11
H: -2.37 -1.58 -6.59
H: -3.94 -1.63 -5.76
H: -2.76 -0.35 -5.38
H: -2.48 -4.92 -3.53
H: -3.62 -4.76 -4.89
H: -4.17 -5.44 -3.35
H: -2.38 -0.15 -1.29
H: -3.08 -1.51 -0.38
H: -4.07 -0.08 -0.76
C: -4.49 0.09 4.64
O: -4.02 -1.23 4.95
P: -2.62 -1.72 4.40
O: -2.57 -3.19 4.36
O: -1.65 -1.10 5.53
C: -1.78 -1.59 6.86
O: -1.91 -1.01 3.19
C: -1.56 -1.80 2.04
H: -5.44 0.22 5.16
H: -3.78 0.84 4.99
H: -4.65 0.21 3.57
H: -2.13 -2.62 6.87
H: -2.47 -0.96 7.43
H: -0.79 -1.54 7.32
H: -2.44 -2.30 1.62
H: -0.81 -2.54 2.31
H: -1.15 -1.12 1.30

***

Entry 6:
A 3-piece molecular cluster, C17H43N2O8P2 overall, computed with the ωB97M-V functional and the def2-TZVPD basis.

Output
HOMO energy	-1.205	eV
net charge	-1
energy above the lowest of the compared OMol25 structures with the same formula, charge and spin	0.0	kcal per mole
F_max	8.74	eV/A
total energy	-56257.9820	eV

Geometry (Å):
C: 3.19 4.40 -4.71
C: 3.22 5.87 -5.31
N: 1.91 6.37 -5.81
C: 1.02 6.87 -4.73
C: 0.03 5.74 -4.18
C: -0.86 5.03 -5.30
N: -0.25 3.81 -5.91
H: 2.58 4.32 -3.75
H: 4.27 4.09 -4.47
H: 2.83 3.66 -5.50
H: 3.72 6.57 -4.57
H: 3.92 5.83 -6.22
H: 2.16 7.21 -6.36
H: 0.32 7.62 -5.25
H: -0.71 6.29 -3.50
H: 0.55 4.99 -3.49
H: -1.83 4.69 -4.80
H: -1.06 5.79 -6.11
H: 0.71 3.65 -5.59
H: -0.84 3.00 -5.74
O: 0.96 -1.65 -2.75
P: 0.97 -0.70 -1.56
O: 1.29 0.69 -2.40
C: 0.24 1.26 -3.17
C: -0.63 2.15 -2.31
O: 2.53 -1.04 -1.09
C: 2.98 -2.39 -1.10
C: 3.98 -2.57 -2.22
O: 0.86 0.27 -0.16
C: 0.84 -0.41 1.10
C: 2.06 -0.01 1.90
H: -0.35 0.48 -3.66
H: 0.71 1.86 -3.96
H: -1.17 1.56 -1.57
H: -1.36 2.68 -2.92
H: -0.03 2.88 -1.76
H: 2.15 -3.09 -1.18
H: 3.47 -2.58 -0.14
H: 3.53 -2.34 -3.19
H: 4.35 -3.60 -2.25
H: 4.83 -1.90 -2.10
H: 0.82 -1.49 0.95
H: -0.06 -0.11 1.62
H: 2.98 -0.32 1.40
H: 2.04 -0.45 2.90
H: 2.11 1.08 2.00
O: -2.98 -5.15 3.40
P: -2.73 -3.88 4.20
O: -1.10 -3.78 3.95
C: -0.64 -3.37 2.66
C: -0.61 -1.86 2.56
O: -2.69 -4.62 5.69
C: -3.63 -5.64 5.99
C: -2.93 -6.98 6.03
O: -2.62 -2.40 5.03
C: -3.76 -2.00 5.79
C: -3.38 -1.92 7.26
H: -1.27 -3.80 1.87
H: 0.37 -3.77 2.54
H: -1.62 -1.45 2.60
H: -0.13 -1.53 1.58
H: -0.05 -1.42 3.39
H: -4.46 -5.65 5.28
H: -4.06 -5.42 6.97
H: -2.45 -7.21 5.08
H: -3.63 -7.78 6.27
H: -2.13 -6.97 6.79
H: -4.60 -2.70 5.65
H: -4.08 -1.02 5.44
H: -3.09 -2.90 7.64
H: -4.21 -1.55 7.86
H: -2.51 -1.27 7.39

***

- Number 3 is which compound?
  C17H41FN2OReSSi

***

- Look up the F_max of the fourth one.
  14.42 eV/A

***

- Which formula does entry 1 have?
  C17H41Cl4NO6